Record 1
Computed, not measured: C30H28BCsF5N6OTe as an isolated structure, with ωB97M-V/def2-TZVPD.

The geometry in XYZ format:
```
73
Properties=species:S:1:pos:R:3:forces:R:3:lowdin_charge:R:1
Cs -0.1690 0.0305 1.3782 -0.0626 -0.0106 0.1113 1.09
C 1.5908 -2.3074 -3.4423 0.0033 -0.0069 -0.0079 -0.02
C 2.0837 -1.3875 -2.3782 0.0137 -0.0061 -0.0183 -0.28
C 3.2793 -1.3786 -1.6914 -0.0409 -0.0168 -0.0254 0.02
C 3.1507 -0.3257 -0.7666 0.0331 0.0220 0.0558 -0.26
N 1.9650 0.2627 -0.8868 -0.0300 -0.0229 -0.0764 0.06
N 1.3219 -0.3900 -1.8846 -0.0069 0.0395 0.0839 0.00
B -0.0811 0.0144 -2.3850 -0.0171 0.0314 0.0045 -0.57
N -0.4262 1.4466 -1.8953 -0.0644 -0.0342 0.0363 0.00
N -1.4098 1.7245 -1.0056 0.0807 0.0227 -0.1378 0.07
C -1.4776 3.0521 -0.9449 -0.0524 0.0450 0.1015 -0.27
C -0.5248 3.6437 -1.7928 0.0179 -0.0304 -0.0141 0.02
C 0.1267 2.5789 -2.3765 0.0419 0.0043 -0.0414 -0.28
C 1.2635 2.5602 -3.3403 -0.0002 0.0058 -0.0010 -0.02
C -2.4550 3.7396 -0.0817 0.0097 -0.0436 0.0143 -0.16
C -2.9988 3.1210 1.0438 0.0429 0.0180 -0.0670 -0.03
C -3.9126 3.7816 1.8478 -0.0052 0.0044 0.0239 -0.08
C -4.3002 5.0803 1.5455 -0.0100 -0.0129 0.0122 -0.10
C -3.7654 5.7076 0.4302 0.0265 -0.0030 -0.0302 -0.09
C -2.8530 5.0423 -0.3758 -0.0261 0.0340 0.0132 -0.04
N -1.1438 -0.9936 -1.8946 0.0460 -0.0697 0.0390 0.00
N -0.8895 -1.9065 -0.9286 0.0359 0.1209 -0.0577 0.05
C -2.0073 -2.6049 -0.7745 -0.0990 -0.0411 0.0986 -0.27
C -3.0049 -2.1445 -1.6559 0.0145 0.0306 -0.0223 0.02
C -2.4091 -1.1119 -2.3490 0.0020 -0.0017 0.0060 -0.28
C -2.9677 -0.1989 -3.3858 -0.0059 -0.0015 -0.0132 -0.02
C -2.1145 -3.6413 0.2698 0.0728 0.0205 0.0267 -0.16
C -1.1465 -3.7453 1.2709 -0.1472 -0.0213 -0.1306 -0.04
C -1.2823 -4.6659 2.2953 0.0442 0.0062 0.0452 -0.07
C -2.3812 -5.5139 2.3320 0.0008 0.0100 -0.0156 -0.10
C -3.3406 -5.4321 1.3324 0.0112 0.0057 -0.0069 -0.10
C -3.2090 -4.5015 0.3119 -0.0225 -0.0225 0.0081 -0.04
C 4.1296 0.1225 0.2411 -0.0247 0.0064 -0.0096 -0.16
C 5.4898 -0.1187 0.0582 0.0187 -0.0056 -0.0054 -0.04
C 6.4159 0.2737 1.0136 -0.0109 -0.0126 -0.0181 -0.10
C 5.9964 0.9105 2.1729 -0.0263 0.0052 0.0010 -0.10
C 4.6435 1.1559 2.3654 0.0289 0.0120 0.0180 -0.07
C 3.7235 0.7718 1.4047 0.0146 -0.0332 0.0304 -0.03
H 2.3612 -3.0366 -3.6886 0.0000 0.0003 -0.0005 0.08
H 1.3230 -1.7601 -4.3476 -0.0010 0.0037 -0.0016 0.08
H 0.7011 -2.8411 -3.1024 0.0020 -0.0018 -0.0024 0.08
H 4.1017 -2.0628 -1.8167 0.0056 0.0015 0.0069 0.10
H -0.0774 0.0195 -3.5987 -0.0047 -0.0137 0.0092 0.11
H -0.3125 4.6898 -1.9369 -0.0020 0.0014 0.0016 0.10
H 1.5279 3.5783 -3.6225 -0.0016 0.0006 0.0011 0.08
H 1.0059 2.0012 -4.2416 0.0012 -0.0026 0.0019 0.08
H 2.1358 2.0823 -2.8912 0.0054 0.0006 -0.0032 0.08
H -2.6928 2.1136 1.2852 -0.0275 -0.0804 -0.0066 0.08
H -4.3161 3.2824 2.7197 -0.0040 0.0040 -0.0003 0.10
H -5.0111 5.5993 2.1756 -0.0004 -0.0059 0.0029 0.09
H -4.0625 6.7190 0.1818 -0.0001 0.0009 0.0017 0.10
H -2.4517 5.5333 -1.2535 -0.0006 -0.0004 -0.0001 0.10
H -4.0220 -2.4841 -1.7569 0.0008 -0.0032 -0.0039 0.10
H -3.9800 -0.5053 -3.6456 0.0004 -0.0038 0.0007 0.08
H -2.3551 -0.2083 -4.2888 -0.0006 0.0055 -0.0047 0.08
H -2.9976 0.8272 -3.0144 0.0049 -0.0006 -0.0012 0.08
H -0.2891 -3.0913 1.2370 0.0949 0.0119 0.0556 0.08
H -0.5346 -4.6996 3.0772 -0.0089 -0.0068 -0.0003 0.11
H -2.4922 -6.2267 3.1393 0.0011 -0.0045 -0.0045 0.10
H -4.2003 -6.0909 1.3498 -0.0013 0.0004 0.0002 0.09
H -3.9661 -4.4405 -0.4600 -0.0031 -0.0005 -0.0024 0.10
H 5.8224 -0.6119 -0.8470 0.0092 -0.0011 0.0017 0.10
H 7.4689 0.0776 0.8524 0.0001 -0.0022 -0.0009 0.09
H 6.7155 1.2044 2.9270 0.0041 -0.0027 -0.0041 0.10
H 4.2939 1.6270 3.2752 0.0013 -0.0068 -0.0009 0.11
H 2.6754 0.9596 1.5807 -0.0164 0.0234 -0.0295 0.05
F 2.5378 -0.0511 6.0562 0.0275 0.0268 0.0029 -0.38
Te 1.1445 -0.7638 5.0353 0.0014 -0.1236 0.0407 1.71
F 2.5362 -1.6206 4.1049 -0.0170 0.0245 0.0405 -0.40
F 1.4505 0.7671 3.9461 0.0052 0.0634 -0.0176 -0.47
F 0.0645 0.2889 6.1555 0.0429 -0.0157 -0.0081 -0.40
F 1.1564 -2.1328 6.3144 -0.0089 0.0285 -0.0082 -0.39
O -0.1722 -1.3954 4.0213 -0.0167 0.0309 -0.0975 -0.73
```
Positions in Å, forces in eV/Å.

HOMO level ... -5.8484 eV
Spin multiplicity ... 1
Charge ... -1
Frontier orbital gap ... 0.29340 Eh


Record 2
Computed, not measured: an isolated ion of composition C16H12NO2 and charge +1, with ωB97M-V/def2-TZVPD.

The geometry in XYZ format:
```
31
Properties=species:S:1:pos:R:3:forces:R:3:lowdin_charge:R:1
O 0.3033 -1.5372 0.2377 0.0389 1.1743 0.5927 0.17
C -0.5282 -0.7868 0.6748 -0.9316 -1.9383 -0.6305 -0.34
O -0.1683 0.4952 1.1968 0.9838 -1.1425 -0.3205 0.10
C 1.1651 0.6719 0.8807 -0.3995 0.8188 -1.1630 -0.20
N 2.0878 0.3572 1.7735 -0.2467 0.2550 -0.3519 0.20
C 3.4352 0.4796 1.4917 1.1985 0.0737 -0.5008 -0.02
C 3.8784 0.9290 0.2766 -1.4777 0.0314 0.0792 0.04
C 2.8874 1.3207 -0.7155 0.3695 0.1413 -0.5350 -0.11
C 3.2215 1.8289 -2.0136 -0.9098 0.0210 0.2046 0.01
C 2.1858 2.1743 -2.8758 -0.0687 0.0963 -0.0718 -0.02
C 0.7875 2.0430 -2.5527 0.5803 -0.3101 0.7694 -0.01
C 0.4372 1.5350 -1.3131 0.7349 0.2536 -0.5061 0.03
C 1.4982 1.1916 -0.4134 -0.1726 -0.3988 1.1632 -0.06
C -1.9798 -1.2539 0.7102 -0.0055 0.9362 0.7114 -0.14
C -2.9595 -0.7247 -0.1470 -0.3068 -0.5995 0.7183 -0.02
C -4.2723 -1.2528 -0.0594 0.9327 0.1682 -0.1360 -0.06
C -4.5661 -2.2758 0.8548 0.1316 -0.0173 0.2827 -0.06
C -3.5788 -2.7785 1.7325 0.5190 0.5119 -0.5312 -0.05
C -2.2756 -2.2652 1.6562 -0.1985 0.3688 -0.5352 -0.02
H 1.7408 0.0114 2.6658 0.3557 -0.0171 -0.0709 0.20
H 4.1806 0.1864 2.2367 -0.7743 0.0356 0.0266 0.14
H 4.9520 0.9856 0.0733 -0.5265 0.0231 0.0704 0.14
H 4.2644 1.9719 -2.3143 -0.4472 -0.1254 0.1687 0.13
H 2.4349 2.5883 -3.8638 -0.0730 -0.2527 0.5286 0.12
H 0.0191 2.3507 -3.2686 0.4097 -0.1579 0.2526 0.12
H -0.6030 1.4024 -0.9903 0.5673 0.1798 -0.2661 0.12
H -2.7189 0.0699 -0.8650 -0.1628 -0.3991 0.3524 0.11
H -5.0090 -0.8323 -0.7535 0.0897 -0.4118 0.4706 0.11
H -5.5810 -2.6894 0.9153 0.4777 0.2620 -0.1039 0.11
H -3.7708 -3.5705 2.4635 -0.1966 0.3612 -0.3974 0.11
H -1.4679 -2.6260 2.3061 -0.4917 0.0580 -0.2711 0.12
```
Positions in Å, forces in eV/Å.

HOMO level ... -12.3419 eV
Spin multiplicity ... 1
SMILES string ... O=C(Oc1[nH+]ccc2ccccc12)c1ccccc1
Charge ... +1
Frontier orbital gap ... 0.29213 Eh


Record 3
Computed, not measured: C22H24NO4ReS as an isolated structure, with ωB97M-V/def2-TZVPD.

The geometry in XYZ format:
```
53
Properties=species:S:1:pos:R:3:forces:R:3:mulliken_spin:R:1
Re -0.1698 0.1666 0.2962 -0.7205 0.7737 -0.3388 1.04
C 2.0977 0.4575 1.6356 0.7232 0.1217 -0.8484 0.20
C 2.4750 -0.4563 0.6269 0.8246 0.8583 -0.3333 0.14
C 2.0931 0.0734 -0.6517 1.2631 1.1362 1.0468 0.29
H 2.9609 -1.4125 0.7787 -0.2087 0.0874 0.0093 0.02
C 1.4461 1.3402 -0.4440 1.7625 -0.2482 0.2990 -0.06
C 1.4013 1.5497 1.0149 1.5487 -0.0397 -0.3708 0.05
H 1.1751 2.4993 1.5003 -0.0309 -0.5225 -0.0898 0.00
H 2.3462 0.4023 2.6899 -0.3519 -0.1771 -0.3107 -0.02
H 2.2912 -0.3348 -1.6313 -0.1251 -0.2073 0.1583 0.00
H 1.2322 2.0554 -1.2331 0.0438 -0.0564 0.2314 0.03
C -2.2808 0.2800 0.9178 -1.2911 0.8810 -0.4709 0.12
C -1.5470 1.4067 1.4206 -0.5375 0.0929 0.7564 -0.01
C -1.0185 2.1264 0.3001 -1.3110 -0.2388 -0.1877 0.00
H -1.4789 1.7062 2.4670 0.0582 -0.2557 -0.3777 0.00
C -1.3777 1.4143 -0.8913 -0.8071 0.1945 -1.3119 -0.02
C -2.1709 0.2732 -0.5030 -0.9888 0.2890 -0.1373 0.07
H -2.6595 -0.4091 -1.1948 0.2425 0.0394 0.2403 0.02
H -2.8870 -0.3997 1.5052 0.4453 -0.0511 -0.0435 0.02
H -0.5141 3.0730 0.3326 0.2575 -0.0369 0.0196 0.00
H -1.1978 1.7334 -1.9177 -0.1057 -0.0540 0.3568 0.00
O 0.4431 -1.6330 -0.5852 -0.7135 -0.4460 -2.3346 0.12
C -0.3451 -0.7060 -4.3048 0.7582 -0.9336 1.9930 0.76
C 0.2293 -1.8409 -3.4590 0.6168 -0.7086 -0.6428 -0.05
C 0.4942 0.5106 -4.2606 0.5719 0.5584 0.3996 -0.06
C -1.8139 -0.6005 -4.2339 -0.8958 -0.1004 0.4557 -0.03
C 0.4423 -2.3060 -1.8279 -1.2648 0.9629 1.2958 0.07
H 1.2527 -1.9777 -3.8287 0.0313 0.1353 0.0009 0.02
H -0.3009 -2.7320 -3.8246 0.0410 -0.0582 0.2348 0.02
H -0.3377 -3.0555 -1.6867 -0.0442 -0.4002 -0.4909 0.01
H 1.4098 -2.7790 -1.8645 0.4745 -0.4750 -0.4771 -0.01
H 0.6448 1.0850 -5.1894 -0.2500 -0.1886 0.2111 0.03
H 1.4796 0.2317 -3.8460 -0.2566 0.2949 -0.4193 0.01
H 0.0438 1.1674 -3.4913 0.2253 0.1675 -0.3649 0.08
H -2.3875 -0.4655 -5.1665 0.3422 0.0950 0.1850 0.03
H -2.0301 0.2435 -3.5549 -0.3231 -0.0425 -0.2749 0.05
H -2.1934 -1.5012 -3.7164 -0.0862 0.3562 -0.4129 0.00
O -1.5685 0.3364 5.1192 0.2629 -0.3074 0.1025 0.00
S -0.4078 -0.5238 5.0402 1.0569 -0.7515 -1.7767 0.00
O 0.6141 -0.3688 6.0427 -0.2876 -0.0518 0.1333 0.00
N 0.2451 -0.5131 3.5260 -0.9183 0.7361 0.7825 0.01
C -0.2607 -1.5013 2.7982 -0.1552 1.2657 -1.5546 0.00
O -0.5516 -1.4550 1.5533 1.4817 -1.9306 2.9722 0.04
C -0.6949 -2.6591 3.5701 -1.7355 -0.4634 0.1947 0.01
C -1.2307 -3.8558 3.0702 0.3679 0.2579 0.5377 0.00
C -1.8854 -4.7002 3.9683 0.1693 0.2503 0.2198 0.00
C -2.0690 -4.3098 5.3074 0.3213 0.4101 -0.1871 0.00
C -1.6286 -3.0471 5.7529 0.1350 -0.3610 -0.1219 0.00
C -0.9461 -2.2267 4.8624 -0.5115 -1.1673 0.8240 0.00
H -1.1251 -4.0887 2.0106 0.0093 0.0580 0.2912 0.00
H -2.2607 -5.6636 3.6257 0.0246 0.2058 0.1176 0.00
H -2.5578 -4.9982 5.9952 0.0371 0.2328 -0.0990 0.00
H -1.7771 -2.7032 6.7727 -0.1761 -0.1874 -0.0917 0.00
```
Positions in Å, forces in eV/Å.

HOMO level (alpha / beta) ... -2.1249 / -3.7837 eV
Expectation value of S² ... 3.7712
Spin multiplicity ... 4
Energy relative to the best compared isomer or geometry (same formula, charge and spin) ... 32.4 kcal per mole
Charge ... -1
Frontier orbital gap (alpha / beta) ... 0.18251 / 0.24043 Eh


Record 4
Computed, not measured: a 2-piece molecular cluster, C5H14NS overall, with ωB97M-V/def2-TZVPD.

The geometry in XYZ format:
```
21
Properties=species:S:1:pos:R:3:forces:R:3:mulliken_spin:R:1
C 2.3303 -0.6643 -1.1221 2.2687 0.1366 -0.7297 0.93
C -1.9095 -0.1358 0.6740 -1.0968 -0.0145 0.3986 0.04
C 0.3186 0.1894 1.5293 0.7109 0.0178 0.7803 0.02
C -0.4161 1.4217 -0.4008 0.1325 0.8521 -0.5487 0.03
C -0.0115 -0.9554 -0.5513 -2.8685 -0.9064 -0.6963 0.71
N -0.4995 0.1284 0.3022 -0.2453 -0.2193 -0.1091 0.01
S -0.8412 -1.1095 -2.1051 0.6560 0.5735 0.7881 0.25
H 2.4201 -1.5714 -1.6872 -0.1310 -0.2817 -0.1427 0.01
H 2.8028 -0.6552 -0.1601 -0.0067 0.0135 0.4132 0.02
H 2.2950 0.2493 -1.6815 -0.1293 0.3086 -0.1429 0.01
H -2.2569 0.6142 1.3857 0.1512 0.0552 -0.0386 0.00
H -2.5399 -0.1008 -0.2138 0.1537 0.0083 0.0478 -0.01
H -2.0005 -1.1194 1.1331 0.1741 0.0291 -0.0673 -0.01
H 0.2470 -0.7448 2.0853 -0.1144 -0.0177 -0.1659 0.00
H 1.3598 0.3632 1.2655 -0.1068 -0.0093 -0.0832 0.00
H -0.0255 1.0029 2.1664 -0.1187 -0.0058 -0.1493 0.00
H -0.8506 2.2085 0.2119 -0.0162 -0.1137 0.1053 0.00
H 0.6250 1.6567 -0.6081 -0.0006 -0.0910 0.0400 -0.01
H -0.9574 1.3697 -1.3447 -0.0203 -0.0346 0.1150 0.00
H 0.1023 -1.8863 -0.0144 0.4423 0.0131 0.1559 0.00
H -0.3353 -2.3029 -2.3943 0.1651 -0.3137 0.0294 0.00
```
Positions in Å, forces in eV/Å.

HOMO level (alpha / beta) ... -10.7058 / -14.7561 eV
Expectation value of S² ... 2.0080
Spin multiplicity ... 3
Energy relative to the best compared isomer or geometry (same formula, charge and spin) ... 0.0 kcal per mole
Charge ... +1
Frontier orbital gap (alpha / beta) ... 0.28970 / 0.33779 Eh


| no. | calculated total energy (eV) |
| --- | --- |
| 1 | -64665.742 |
| 2 | -22365.421 |
| 3 | -45842.629 |
| 4 | -17725.873 |